Entry 1:
C42H105N7O18PdSTi2 | the ωB97M-V functional and the def2-TZVPD basis

```
176
Properties=species:S:1:pos:R:3
Pd 0.18289 1.36294 -1.31579
Ti 2.23654 2.35257 1.76616
Ti 0.62535 -3.14117 2.51197
S 0.85951 -0.53100 0.39090
O 1.59943 0.10688 1.48338
O 0.66048 -1.96737 0.66992
O -0.43165 0.10871 0.27537
O 1.44158 -0.16160 -0.88599
C 3.26675 -5.48544 2.91085
O 2.68741 -4.23091 3.42931
C 3.61566 -3.12252 3.63779
C 2.92113 -1.95680 4.40412
N 1.74986 -1.42780 3.70579
C 0.81508 -0.72033 4.53052
C -0.56492 -0.33393 3.90779
O -1.27359 -1.55114 3.66986
C -2.50512 -1.25784 3.06794
H 3.43281 -5.39937 1.83702
H 2.58582 -6.31078 3.11880
H 4.17553 -5.70106 3.47274
H 4.09417 -2.78281 2.71924
H 4.42012 -3.58297 4.21130
H 3.61065 -1.20151 4.78119
H 2.54205 -2.34630 5.34895
H 1.96611 -0.71570 3.02296
H 1.30912 0.13710 4.98750
H 0.63682 -1.23217 5.47622
H -0.40534 0.23960 2.99473
H -1.10750 0.26848 4.63636
H -3.14539 -0.85982 3.85519
H -2.88914 -2.18760 2.64823
H -2.41810 -0.53647 2.25545
C -0.09337 -4.98135 5.32285
O -0.36178 -4.68110 3.95720
C -1.25485 -5.58783 3.36219
C -1.34016 -5.31528 1.83736
N -0.08349 -5.21066 1.07628
C 0.41210 -6.50855 0.67287
C -0.31770 -7.30924 -0.39547
O -1.37558 -8.06567 0.22361
C -2.11793 -8.79776 -0.70510
H 0.60858 -4.26732 5.75358
H 0.31020 -5.98434 5.46161
H -1.10485 -4.91858 5.72415
H -2.19396 -5.40532 3.88456
H -0.99331 -6.62122 3.58976
H -1.66887 -4.27971 1.74997
H -2.06364 -6.00061 1.39575
H -0.25535 -4.65577 0.25005
H 0.58842 -7.08035 1.58395
H 1.39360 -6.23497 0.28566
H 0.31646 -8.07338 -0.84493
H -0.49475 -6.69612 -1.27912
H -1.56458 -9.71551 -0.90424
H -2.17044 -8.30340 -1.67513
H -3.10013 -9.10357 -0.34476
C 1.15278 -4.74305 -5.68020
O 1.34474 -4.59325 -4.26903
C 0.16049 -4.19173 -3.50728
C 0.63100 -3.57701 -2.16246
N -0.50435 -3.46504 -1.17370
C -1.73232 -2.80956 -1.71671
C -2.73294 -2.82849 -0.52549
O -3.99118 -2.33451 -0.93448
C -4.97593 -2.55155 0.04640
H 0.68333 -3.89396 -6.17694
H 0.50818 -5.60902 -5.83084
H 2.05995 -4.98408 -6.23430
H -0.52522 -5.00888 -3.28329
H -0.43350 -3.46469 -4.06110
H 1.18019 -2.64437 -2.29167
H 1.42088 -4.23793 -1.80557
H -0.18933 -2.82448 -0.45918
H -2.15192 -3.31357 -2.58734
H -1.47322 -1.81270 -2.07342
H -2.32509 -2.18941 0.25767
H -2.77381 -3.86371 -0.18678
H -5.88796 -2.17048 -0.41304
H -4.74467 -2.14775 1.03207
H -5.08958 -3.62194 0.21801
C 4.97387 0.49720 2.71943
O 4.43217 1.80566 2.81955
C 5.34480 2.79780 2.35426
C 4.77323 4.21006 2.66292
N 3.50694 4.47130 1.94344
C 2.69390 5.49974 2.47861
C 1.85488 4.94109 3.69582
O 1.19706 3.72237 3.40059
C 0.06768 3.48006 4.28377
H 5.57670 0.36228 1.82138
H 4.12336 -0.18438 2.73272
H 5.72160 0.26081 3.47647
H 5.51178 2.70200 1.28139
H 6.33019 2.77535 2.81966
H 5.43559 5.04446 2.43235
H 4.64589 4.19642 3.74538
H 3.57237 4.40828 0.93754
H 2.01406 5.85104 1.70240
H 3.26584 6.38943 2.74210
H 1.14572 5.74387 3.89759
H 2.56436 4.91051 4.52275
H -0.30514 2.54059 3.87575
H -0.68178 4.26552 4.18649
H 0.28456 3.37356 5.34665
C 0.47073 -0.13750 -4.17500
O -0.42714 0.31448 -3.14426
C -1.76104 0.39331 -3.55484
C -2.56919 0.83484 -2.34564
N -1.89552 1.98439 -1.65246
C -1.80372 3.21065 -2.48411
C -3.14773 3.81634 -2.82963
O -3.66772 3.20213 -3.93900
C -4.98145 3.57064 -4.21913
H 0.47316 0.43415 -5.10307
H 0.24445 -1.13010 -4.56442
H 1.49776 -0.02408 -3.82796
H -2.11114 -0.59140 -3.86446
H -1.83298 1.02887 -4.43745
H -2.51509 0.00765 -1.63789
H -3.62292 1.00998 -2.56262
H -2.45697 2.29543 -0.87263
H -1.22162 3.06965 -3.39481
H -1.30054 3.97189 -1.88794
H -3.01392 4.86147 -3.10876
H -3.79473 3.86218 -1.95362
H -5.06254 4.61381 -4.52460
H -5.61802 3.33591 -3.36602
H -5.47900 2.98917 -4.99530
C 5.30416 0.88610 -1.05997
O 5.22995 0.43573 -2.38499
C 4.03490 0.77831 -3.06658
C 4.07584 2.25398 -3.50471
N 2.92431 2.61941 -4.22723
C 3.02469 3.86478 -5.01557
C 1.61051 4.05541 -5.66943
O 1.63634 5.10284 -6.57588
C 1.96848 6.38928 -6.06493
H 4.96972 1.90327 -0.85600
H 6.31133 0.91833 -0.64445
H 4.82355 0.19116 -0.37137
H 3.18173 0.60379 -2.41102
H 3.97870 0.18317 -3.97803
H 4.97485 2.39793 -4.10401
H 4.25345 2.81083 -2.58467
H 2.27862 2.87738 -3.49468
H 3.76929 3.68012 -5.78989
H 3.36825 4.65547 -4.34859
H 0.88188 4.23979 -4.87999
H 1.27754 3.16265 -6.19876
H 3.04530 6.52471 -5.96384
H 1.60559 6.51944 -5.04539
H 1.50725 7.15252 -6.69170
C -7.05193 3.12152 -0.28650
O -6.05961 2.64684 0.58173
C -5.24382 1.61864 0.00553
C -3.91086 1.57571 0.88555
N -3.31798 2.84967 0.65854
C -2.21227 3.04079 1.60416
C -1.59260 4.48952 1.45519
O -2.46615 5.45325 2.14235
C -1.97249 6.77169 1.95672
H -7.91501 2.45673 -0.25126
H -6.78349 3.28339 -1.33045
H -7.25041 4.12984 0.07681
H -5.02715 1.77747 -1.05085
H -5.74124 0.65135 0.07645
H -3.29009 0.74489 0.55018
H -4.28364 1.41813 1.89764
H -4.07903 3.50014 0.79194
H -1.41803 2.30918 1.45573
H -2.57841 2.95181 2.62695
H -1.55389 4.73763 0.39451
H -0.57685 4.60783 1.83250
H -1.91486 7.09232 0.91654
H -0.99213 6.91363 2.41152
H -2.63631 7.50972 2.40700
```

Summary:
2S+1: 9
Strongest force on any atom: 4.32 eV/A
Net charge: +2
⟨S²⟩: 20.01
Kohn-Sham gap (spin up / spin down): 3.28 / 5.39 eV


Entry 2:
C4H15N2O2 | the ωB97M-V functional and the def2-TZVPD basis

```
23
Properties=species:S:1:pos:R:3
N 1.19081 -0.27447 -1.23443
C 0.16598 -1.35484 -1.35765
C -1.00319 -1.20283 -0.34124
N -1.83692 -0.03292 -0.66701
C -1.80959 1.12440 0.28971
C -0.92635 1.14514 1.45666
O 0.50187 1.27964 1.12292
H 0.70937 0.63834 -1.33904
H 1.96504 -0.28763 -1.88623
H 1.84924 -0.17878 -0.30766
H -0.19267 -1.27615 -2.37594
H 0.80843 -2.24425 -1.30376
H -1.45006 -2.23588 -0.44790
H -0.61823 -1.18691 0.66047
H -2.79528 -0.34645 -0.69585
H -1.52975 2.00082 -0.31303
H -2.81175 1.37858 0.66594
H -0.92102 0.26493 2.09054
H -1.12650 2.06292 2.03814
H 0.63964 2.22947 0.99357
H 3.49901 0.00603 0.56135
H 2.80119 -0.77768 1.67594
O 2.89072 -0.73150 0.71452
```

Summary:
Strongest force on any atom: 3.25 eV/A
Net charge: +1
Energy relative to the best compared isomer or geometry (same formula, charge and spin): 43.69 kcal/mol
Kohn-Sham gap: 9.89 eV


Entry 3:
C5H10O | the ωB97M-V functional and the def2-TZVPD basis

```
16
Properties=species:S:1:pos:R:3
C -0.32883 1.84644 0.16611
C -0.79067 0.45452 -0.23006
C -0.10886 -0.29017 -1.36059
C 0.01212 -0.79614 0.04181
C 1.27677 -0.85730 0.85655
O -0.68221 -2.01517 0.22652
H -0.79813 2.60517 -0.47115
H -0.59034 2.09024 1.20291
H 0.75352 1.97509 0.06282
H -1.87373 0.34237 -0.16543
H -0.71696 -0.99440 -1.91943
H 0.69907 0.18512 -1.90941
H 1.90929 -1.66668 0.47696
H 1.02109 -1.09904 1.89329
H 1.84806 0.07304 0.84353
H -1.63019 -1.85312 0.28557
```

Summary:
Strongest force on any atom: 0.47 eV/A
Energy relative to the best compared isomer or geometry (same formula, charge and spin): 25.84 kcal/mol
Structure (SMILES): C[C@H]1C[C@]1(C)O
Kohn-Sham gap: 10.42 eV